[1]
Below is 2 unconnected molecules or ions with the total composition C4H9N at a distorted geometry, with properties calculated with ωB97M-V/def2-TZVPD.

Frontier orbital gap (spin up / spin down), eV: 4.87 / 2.04
Lowest unoccupied orbital energy (spin up / spin down), eV: -6.780 / -9.607
Total energy, eV: -5770.9751
2S+1: 2
Total charge: +1

Geometry (Å):
C: 2.627 2.745 0.741
C: 3.335 3.595 0.043
H: 2.517 2.921 1.818
H: 2.147 1.876 0.317
H: 4.288 3.946 0.439
H: 2.967 3.935 -0.904
C: -1.652 -1.820 -0.937
C: -2.911 -3.156 0.606
N: -2.092 -2.150 0.502
H: -2.299 -1.213 -1.593
H: -1.359 -2.663 -1.449
H: -0.807 -1.137 -0.922
H: -3.245 -3.491 1.555
H: -3.515 -3.388 -0.215


[2]
Below is a gas-phase ion, C4H9N2 (charge +1) at a distorted geometry, with properties calculated with ωB97M-V/def2-TZVPD.

Frontier orbital gap, eV: 11.25
Lowest unoccupied orbital energy, eV: -3.378
SMILES string: C/[NH+]=C1\N[C@H]1C
Total energy, eV: -7263.8815
2S+1: 1
Total charge: +1

Geometry (Å):
C: 2.643 -0.286 -0.196
N: 1.348 -0.926 -0.062
C: 0.277 -0.362 0.359
N: -0.318 0.771 0.618
C: -1.500 -0.090 0.645
C: -2.503 -0.230 -0.385
H: 2.755 -0.247 -1.304
H: 2.448 0.716 0.324
H: 3.298 -0.981 0.377
H: 1.547 -2.007 -0.192
H: -0.124 1.881 0.621
H: -1.573 -0.364 1.669
H: -2.291 -1.037 -1.146
H: -2.460 0.564 -1.129
H: -3.461 -0.324 0.071


[3]
Below is a gas-phase ion, C4H9N2 (charge +1) at a distorted geometry, with properties calculated with ωB97M-V/def2-TZVPD.

Frontier orbital gap, eV: 7.41
Lowest unoccupied orbital energy, eV: -4.416
Total energy, eV: -7263.4585
2S+1: 1
Total charge: +1

Geometry (Å):
C: 0.320 -0.071 -1.889
C: -0.537 -0.531 -0.611
C: -0.427 0.331 0.569
C: 0.822 1.018 0.795
N: -1.511 0.531 1.234
N: 0.666 -1.268 -1.109
H: -0.191 -0.175 -2.811
H: -1.508 -0.899 -0.927
H: 1.785 0.277 1.014
H: 0.768 1.695 1.685
H: 1.050 1.709 -0.116
H: -2.413 0.092 0.923
H: -1.534 1.244 2.001
H: 0.387 -2.191 -1.407
H: 1.524 -1.245 -0.487


[4]
Below is a gas-phase ion, C4H9N2 (charge +1) at a distorted geometry, with properties calculated with ωB97M-V/def2-TZVPD.

Frontier orbital gap, eV: 11.26
Lowest unoccupied orbital energy, eV: -3.367
SMILES string: C/[NH+]=C1/CCN1
Total energy, eV: -7265.2906
2S+1: 1
Total charge: +1

Geometry (Å):
C: -2.413 -0.114 0.015
N: -1.206 0.515 -0.404
C: 0.045 0.141 -0.374
C: 1.745 0.924 -0.193
C: 2.050 -0.517 0.218
N: 0.631 -0.997 0.016
H: -3.273 -0.141 -0.726
H: -2.254 -1.101 0.506
H: -2.892 0.418 0.995
H: -1.309 1.581 -0.630
H: 2.075 1.295 -1.137
H: 1.463 1.480 0.614
H: 2.828 -0.973 -0.442
H: 2.324 -0.602 1.272
H: 0.186 -1.910 0.270


[5]
Below is 2 unconnected molecules or ions with the total composition C4H9N2 at a distorted geometry, with properties calculated with ωB97M-V/def2-TZVPD.

Frontier orbital gap (spin up / spin down), eV: 5.94 / 5.96
Lowest unoccupied orbital energy (spin up / spin down), eV: -8.295 / -8.282
Total energy, eV: -7260.4083
2S+1: 1
Total charge: +1

Geometry (Å):
C: -0.443 -0.729 0.439
C: -2.458 0.613 0.194
C: 3.564 -0.198 -0.211
C: -1.235 0.045 -0.594
N: 0.382 0.218 1.226
N: 0.957 -0.334 0.324
H: -0.861 -1.632 0.838
H: -3.298 0.970 -0.558
H: -2.067 1.529 0.633
H: -2.736 -0.091 0.895
H: 3.329 0.842 -0.495
H: 2.892 -0.909 -0.661
H: 4.352 -0.488 0.451
H: -0.771 0.914 -1.129
H: -1.608 -0.749 -1.353


[6]
Below is a gas-phase ion, C4H9N2 (charge +1) at a distorted geometry, with properties calculated with ωB97M-V/def2-TZVPD.

Frontier orbital gap (spin up / spin down), eV: 8.06 / 8.17
Lowest unoccupied orbital energy (spin up / spin down), eV: -6.752 / -6.656
SMILES string: C=C/[N+](C)=N/C
Total energy, eV: -7263.3803
2S+1: 1
Total charge: +1

Geometry (Å):
C: 2.208 1.047 -0.254
C: 1.637 -0.094 -0.078
N: 0.227 -0.290 0.011
C: -0.397 -1.539 0.176
N: -0.544 0.923 -0.085
C: -1.907 0.855 0.090
H: 3.276 1.066 -0.225
H: 1.722 1.929 -0.545
H: 2.171 -0.989 0.182
H: -0.896 -1.578 1.117
H: 0.508 -2.178 0.062
H: -1.149 -1.792 -0.688
H: -2.251 1.989 0.100
H: -2.182 0.203 0.940
H: -2.423 0.448 -0.804


[7]
Below is 2 unconnected molecules or ions with the total composition C4H9N2 at a distorted geometry, with properties calculated with ωB97M-V/def2-TZVPD.

Frontier orbital gap (spin up / spin down), eV: 8.33 / 8.33
Lowest unoccupied orbital energy (spin up / spin down), eV: -5.417 / -5.417
Total energy, eV: -7261.4576
2S+1: 1
Total charge: +1

Geometry (Å):
C: -2.482 0.037 -0.535
C: -1.765 0.940 0.078
C: 1.386 0.753 0.275
C: 0.250 -1.283 0.032
N: -1.974 -0.338 0.797
N: 0.568 -0.114 -0.519
H: -3.190 -0.001 -1.293
H: -1.507 1.965 0.399
H: 2.385 0.368 0.332
H: 1.312 1.772 -0.096
H: 0.915 0.636 1.374
H: -1.084 -0.947 0.808
H: 0.130 -2.114 -0.716
H: 0.757 -1.588 0.861
H: 0.528 0.230 -1.416


[8]
Below is a gas-phase ion, C4H9N2 (charge +1) at a distorted geometry, with properties calculated with ωB97M-V/def2-TZVPD.

Frontier orbital gap (spin up / spin down), eV: 7.39 / 9.76
Lowest unoccupied orbital energy (spin up / spin down), eV: -5.648 / -4.268
Total energy, eV: -7262.3825
2S+1: 1
Total charge: +1

Geometry (Å):
C: 0.760 -0.598 -0.662
C: 0.015 -1.846 -0.038
C: -0.971 0.005 0.900
C: 0.325 0.537 0.339
N: -1.003 -1.373 0.819
N: 0.327 1.918 -0.225
H: 1.831 -0.770 -0.595
H: 0.501 -0.318 -1.685
H: -0.347 -2.522 -0.829
H: 0.473 -2.677 0.661
H: -1.218 0.604 1.919
H: -1.814 0.498 0.385
H: 1.339 2.064 -0.372
H: -0.049 2.414 0.594
H: -0.169 2.062 -1.212


[9]
Below is 2 unconnected molecules or ions with the total composition C4H9N2 at a distorted geometry, with properties calculated with ωB97M-V/def2-TZVPD.

Frontier orbital gap, eV: 9.08
Lowest unoccupied orbital energy, eV: -4.948
Total energy, eV: -7264.7307
2S+1: 1
Total charge: +1

Geometry (Å):
C: -1.422 0.184 -0.254
C: -1.062 1.042 -1.198
C: -0.464 0.546 1.774
N: -0.580 -0.272 0.813
H: -2.428 -0.213 -0.183
H: -0.032 1.290 -1.417
H: -1.790 1.371 -1.926
H: 0.065 0.370 2.706
H: -0.933 1.527 1.712
C: 1.021 -1.422 -0.146
N: 1.948 -0.583 -0.540
H: 0.267 -1.857 -0.790
H: 1.170 -1.880 0.821
H: 2.168 0.157 0.119
H: 2.072 -0.261 -1.490


[10]
Below is a gas-phase ion, C4H9N2 (charge +1) at a distorted geometry, with properties calculated with ωB97M-V/def2-TZVPD.

Frontier orbital gap (spin up / spin down), eV: 8.68 / 7.98
Lowest unoccupied orbital energy (spin up / spin down), eV: -4.971 / -6.703
Total energy, eV: -7260.9497
2S+1: 3
Total charge: +1

Geometry (Å):
C: -1.775 -1.015 0.226
C: -0.177 0.512 -0.127
C: 0.553 1.004 -1.489
C: 1.196 -0.792 1.488
N: 0.435 -0.768 0.345
N: -1.537 0.108 -0.277
H: -2.665 -1.599 0.365
H: 0.100 1.416 0.435
H: 0.072 1.986 -1.806
H: 0.336 0.136 -2.207
H: 1.701 1.108 -1.300
H: 0.942 0.047 2.226
H: 0.786 -1.669 1.925
H: 2.227 -0.909 1.198
H: -2.195 0.436 -1.004


[11]
Below is 2 unconnected molecules or ions with the total composition C4H9N2O, with properties calculated with ωB97M-V/def2-TZVPD.

Frontier orbital gap, eV: 7.16
Lowest unoccupied orbital energy, eV: 4.226
Total energy, eV: -9320.1381
2S+1: 1
Total charge: -1

Geometry (Å):
N: 2.520 -1.166 -1.132
C: 2.081 -0.030 -0.277
O: 0.981 0.606 -0.699
H: 1.670 -1.612 -1.461
H: 2.959 -0.772 -1.956
H: 1.965 -0.437 0.759
H: 2.981 0.635 -0.217
C: -1.534 -0.334 0.463
C: -2.603 -0.948 -0.020
C: -1.092 1.762 1.217
N: -1.669 0.662 1.454
H: -0.507 -0.525 0.138
H: -3.593 -0.657 0.319
H: -2.512 -1.630 -0.857
H: -1.183 2.565 1.940
H: -0.466 1.882 0.330


[12]
Below is a gas-phase ion, C4H9N2O (charge +1) at a distorted geometry, with properties calculated with ωB97M-V/def2-TZVPD.

Frontier orbital gap, eV: 10.82
Lowest unoccupied orbital energy, eV: -4.058
SMILES string: C/C=N\C(=[NH2+])OC
Total energy, eV: -9313.8717
2S+1: 1
Total charge: +1

Geometry (Å):
C: 2.138 0.281 -0.853
C: 1.507 0.036 0.593
N: 0.314 0.249 0.920
C: -0.828 0.593 0.285
N: -0.973 1.747 -0.340
O: -1.787 -0.256 0.178
C: -1.726 -1.706 0.455
H: 2.449 -0.685 -1.174
H: 2.975 0.979 -0.946
H: 1.141 0.545 -1.335
H: 2.050 -0.467 1.412
H: -0.272 2.495 -0.134
H: -1.851 2.117 -0.678
H: -2.734 -1.986 0.533
H: -1.262 -1.780 1.387
H: -1.141 -2.162 -0.304


[13]
Below is 2 unconnected molecules or ions with the total composition C4H9N2O at a distorted geometry, with properties calculated with ωB97M-V/def2-TZVPD.

Frontier orbital gap, eV: 10.96
Lowest unoccupied orbital energy, eV: -2.707
Total energy, eV: -9315.6963
2S+1: 1
Total charge: +1

Geometry (Å):
C: -0.826 -1.724 0.343
C: -0.637 -0.196 0.416
C: -1.162 0.583 1.426
N: -0.360 1.697 1.428
C: 0.533 1.690 0.466
N: 0.357 0.519 -0.186
H: 0.153 -2.054 -0.006
H: -1.553 -1.888 -0.453
H: -1.166 -2.235 1.229
H: -2.018 0.471 2.061
H: -0.589 2.463 2.047
H: 1.208 2.479 0.188
H: 1.016 0.154 -0.916
H: 2.420 -0.778 -2.450
H: 1.124 -0.675 -3.231
O: 1.498 -0.505 -2.362


[14]
Below is a gas-phase ion, C4H9N2O2 (charge -1) at a distorted geometry, with properties calculated with ωB97M-V/def2-TZVPD.

Frontier orbital gap, eV: 7.65
Lowest unoccupied orbital energy, eV: 3.557
SMILES string: CNCCNC(=O)[O-]
Total energy, eV: -11370.1521
2S+1: 1
Total charge: -1

Geometry (Å):
C: 0.724 -0.673 3.383
N: 1.314 0.124 2.270
C: 0.226 0.622 1.344
C: 0.656 0.401 -0.129
N: -0.198 -0.459 -0.884
C: -0.929 0.016 -2.088
O: -1.278 -0.971 -2.778
O: -1.045 1.247 -2.144
H: 0.418 0.036 4.146
H: 1.574 -1.256 3.780
H: -0.006 -1.382 2.992
H: 1.798 -0.540 1.682
H: -0.750 0.103 1.402
H: -0.060 1.640 1.663
H: 1.719 0.103 -0.092
H: 0.736 1.362 -0.658
H: -0.073 -1.454 -0.824


[15]
Below is a gas-phase ion, C4H9N2O2 (charge -1) at a distorted geometry, with properties calculated with ωB97M-V/def2-TZVPD.

Frontier orbital gap, eV: 7.86
Lowest unoccupied orbital energy, eV: 3.949
SMILES string: CC[C@H](C)N=[N+]([O-])[O-]
Total energy, eV: -11366.3597
2S+1: 1
Total charge: -1

Geometry (Å):
C: -1.303 0.495 -1.319
C: -1.143 -0.218 -0.021
C: 0.133 -0.117 0.698
C: 0.455 1.241 1.303
N: 1.236 -0.374 -0.359
N: 1.785 -1.511 -0.493
O: 2.641 -1.684 -1.362
O: 1.526 -2.452 0.327
H: -0.500 0.176 -2.012
H: -1.165 1.663 -1.238
H: -2.257 0.343 -1.709
H: -1.362 -1.254 -0.301
H: -1.856 0.099 0.611
H: 0.173 -0.953 1.544
H: 0.271 1.982 0.506
H: -0.137 1.470 2.183
H: 1.504 1.093 1.643